(1)
Density functional theory data (the ωB97M-V functional and the def2-TZVPD basis) for a molecular structure, CHF3NNiO3S at a distorted geometry.

Element x y z (Å)
Ni1 2.50822 -0.57992 0.09354
O1 1.67256 0.54740 1.49018
N1 0.54672 1.15842 1.26729
S1 -0.03971 0.74606 -0.29982
O2 0.98116 -0.10323 -0.98824
O3 -0.59022 1.90032 -0.98837
C1 -1.48604 -0.41951 -0.02825
F1 -1.03122 -1.63362 0.20686
F2 -2.17862 0.00984 1.00703
F3 -2.24290 -0.42212 -1.10717
H1 2.69961 -1.11441 1.74436

## Properties
- ⟨S²⟩: 3.76
- E_HOMO (alpha / beta): -9.19 / -10.26 eV
- Calculated total energy: -68710.352 eV
- Net charge: 0
- Multiplicity: 4
- LUMO energy (alpha / beta): -0.67 / -1.62 eV



(2)
Density functional theory data (the ωB97M-V functional and the def2-TZVPD basis) for a single C3H4ClN3 molecule at a distorted geometry.

Element x y z (Å)
C1 0.61046 -0.51542 0.75821
C2 -0.58644 0.11315 1.10368
C3 1.16610 -0.33511 -0.57158
N1 -0.02882 -0.47938 -1.63236
N2 -1.08251 -0.02000 -1.56301
N3 -0.78837 1.13817 0.23610
Cl1 -2.21127 2.08856 0.51955
H1 0.69704 -1.59179 1.03545
H2 -1.07968 -0.08671 2.04903
H3 1.31630 0.68890 -0.97994
H4 1.98718 -1.00037 -0.95513

## Properties
- Energy relative to the best compared isomer or geometry (same formula, charge and spin): 94.85 kcal/mol
- E_HOMO (alpha / beta): -8.60 / -8.60 eV
- Calculated total energy: -20164.445 eV
- Net charge: 0
- Multiplicity: 1
- LUMO energy (alpha / beta): -0.14 / -0.14 eV



(3)
Density functional theory data (the ωB97M-V functional and the def2-TZVPD basis) for a molecular structure, C36H41BCrN16OP.

Element x y z (Å)
Cr1 -0.26926 0.18528 -0.15840
C1 -1.16959 -3.12322 2.26411
C2 -1.27475 -2.47265 1.05003
N1 -0.45915 -1.40449 1.02190
N2 0.16789 -1.36304 2.22153
C3 -0.23546 -2.38003 2.97964
B1 1.18163 -0.23771 2.57960
N3 2.17193 -0.09674 1.38470
C4 3.49982 -0.11754 1.32373
C5 3.89024 0.11563 0.00479
C6 2.70731 0.26633 -0.69131
N4 1.66329 0.15838 0.15332
N5 0.33467 1.06970 2.61105
C7 0.36706 2.18685 3.34562
C8 -0.52418 3.10531 2.81871
C9 -1.04465 2.47141 1.70440
N6 -0.52110 1.24541 1.56538
N7 1.89940 -0.59559 3.83938
C10 1.86357 -0.11490 5.11673
C11 2.69331 -0.88684 5.87796
C12 3.20584 -1.84360 4.97553
N8 2.72920 -1.67577 3.75708
H1 -1.66861 -4.02393 2.57958
H2 -1.85942 -2.73902 0.18514
H3 0.17269 -2.52415 3.96756
H4 4.08507 -0.32807 2.20415
H5 4.89518 0.14966 -0.37994
H6 2.53581 0.44922 -1.74120
H7 1.00986 2.27110 4.20487
H8 -0.76422 4.08314 3.19977
H9 -1.77553 2.83964 0.99863
H10 1.23365 0.70778 5.40839
H11 2.89730 -0.78564 6.93025
H12 3.89908 -2.64787 5.17116
C13 -2.23122 2.20028 -2.62913
C14 -1.04308 2.72124 -1.89749
N9 -0.22855 2.05120 -1.07770
C15 0.76262 2.95067 -0.68688
C16 0.52883 4.14608 -1.25782
N10 -0.61998 3.99283 -2.01063
C17 -1.33290 5.10183 -2.66435
N11 -2.56384 5.38115 -2.00103
N12 -3.74518 5.00487 -2.57832
N13 -4.70087 5.25786 -1.77786
C18 -4.17269 5.81465 -0.62084
C19 -4.81411 6.26040 0.53937
C20 -4.01543 6.76585 1.53830
C21 -2.61159 6.83336 1.39401
C22 -1.96815 6.39908 0.25603
C23 -2.79446 5.89244 -0.75454
H13 -1.96323 1.30060 -3.18291
H14 -2.60576 2.93048 -3.33963
H15 -3.05321 1.97948 -1.94771
H16 1.55832 2.67062 -0.02062
H17 1.06362 5.08001 -1.20927
H18 -1.55124 4.86382 -3.70077
H19 -0.66831 5.96166 -2.62875
H20 -5.89133 6.21694 0.63115
H21 -4.46445 7.13608 2.45043
H22 -2.02620 7.25593 2.20120
H23 -0.89287 6.47434 0.15342
C24 -1.48545 -2.31349 -3.97069
N14 -2.21088 -1.63091 -2.88089
C25 -3.56419 -1.66976 -2.73652
C26 -4.21546 -1.07264 -1.71396
C27 -3.42726 -0.41280 -0.72288
N15 -2.10905 -0.35293 -0.90131
C28 -1.50061 -0.91401 -1.97642
O1 -0.26371 -0.75397 -2.01386
N16 -3.94608 0.13991 0.36322
H24 -2.21275 -2.78449 -4.62456
H25 -0.82494 -3.06556 -3.54306
H26 -0.89999 -1.58498 -4.52512
H27 -4.09383 -2.22525 -3.49920
H28 -5.29109 -1.13425 -1.63798
H29 -4.92980 0.06531 0.56396
H30 -3.34150 0.52274 1.07445
C29 2.76693 -2.84245 -2.45481
P1 1.46265 -3.35167 -1.24164
C30 2.50690 -3.95825 0.14939
C31 0.89203 -4.94810 -1.94074
C32 -0.48243 -5.17554 -1.98359
C33 -1.00309 -6.37102 -2.46735
C34 -0.14405 -7.35956 -2.92025
C35 1.23071 -7.15073 -2.88668
C36 1.74013 -5.95689 -2.40073
H31 3.68250 -2.56821 -1.92867
H32 2.42414 -1.97567 -3.02317
H33 3.01053 -3.63389 -3.16286
H34 3.43891 -4.42203 -0.18094
H35 1.93916 -4.70266 0.70991
H36 2.74398 -3.13727 0.82998
H37 -1.15842 -4.40369 -1.62131
H38 -2.07399 -6.53268 -2.48474
H39 -0.54119 -8.29322 -3.29697
H40 1.90278 -7.92323 -3.23815
H41 2.81524 -5.81403 -2.37371

## Properties
- Energy relative to the best compared isomer or geometry (same formula, charge and spin): 0.00 kcal/mol
- ⟨S²⟩: 0.76
- E_HOMO (alpha / beta): -12.55 / -12.55 eV
- Calculated total energy: -102264.746 eV
- Net charge: +2
- Multiplicity: 2
- LUMO energy (alpha / beta): -6.77 / -6.27 eV



(4)
Density functional theory data (the ωB97M-V functional and the def2-TZVPD basis) for 2 unconnected molecules or ions with the total composition C3H12NOS at a distorted geometry.

Element x y z (Å)
C1 0.90063 -0.42803 1.02550
C2 0.57592 -0.39696 -0.51819
C3 -0.48837 0.61813 -0.73410
S1 -2.26293 -0.28156 -0.67601
N1 -0.06076 -1.21554 1.84527
H1 1.95153 -0.79547 1.20125
H2 1.12701 0.52180 1.39181
H3 0.30461 -1.49691 -0.97762
H4 1.40070 0.12925 -1.07546
H5 -0.49289 1.07713 -1.77755
H6 -0.35403 1.32765 -0.00835
H7 -3.00654 0.75290 -0.47644
H8 -0.97175 -0.58939 1.89899
H9 -0.23630 -2.27121 1.46160
H10 0.40120 -1.42412 2.69218
H11 2.97641 2.64196 -0.36655
H12 2.87780 1.44816 -1.31647
O1 3.09068 1.61666 -0.42342

## Properties
- Energy relative to the best compared isomer or geometry (same formula, charge and spin): 54.08 kcal/mol
- E_HOMO: -13.07 eV
- Calculated total energy: -17670.107 eV
- Net charge: +1
- Multiplicity: 1
- LUMO energy: -3.75 eV